C12H8Br2F5NO4ReTe | the ωB97M-V functional and the def2-TZVPD basis

The geometry in XYZ format:
```
34
Properties=species:S:1:pos:R:3:forces:R:3:lowdin_spin:R:1
Re 0.06348 -0.14989 -1.42041 0.239 -0.435 1.534 1.644
O -5.31462 0.64718 -2.79590 -0.965 -0.031 -0.012 0.005
C -4.02099 0.75621 -2.76062 1.593 -0.273 0.253 0.011
C -3.26227 1.61347 -3.59475 0.203 0.030 0.005 0.042
C -1.88026 1.64301 -3.52100 -0.754 0.451 -0.677 -0.007
N -1.31643 0.82478 -2.64555 1.200 -0.771 1.038 0.019
C -1.98293 0.03958 -1.84642 0.977 0.160 0.229 -0.036
Br 0.26788 -2.26579 -2.53088 -0.041 1.097 0.395 0.245
C -3.33424 -0.07222 -1.81587 -0.645 0.166 -0.268 0.004
H -5.77402 1.19489 -3.45500 0.291 -0.038 0.114 0.000
H -3.75643 2.25782 -4.30897 -0.038 0.021 -0.002 0.001
H -1.27301 2.28715 -4.14455 0.039 -0.092 0.103 -0.001
H -3.89099 -0.72660 -1.16645 0.003 -0.056 0.088 0.000
F 0.34315 1.87511 -0.01484 0.784 -1.013 -1.592 0.013
Te 1.96956 2.37488 -1.13480 -0.125 3.743 2.908 0.004
F 0.70256 3.48333 -2.05006 1.389 -1.049 0.432 0.004
F 2.05538 3.83170 0.04114 0.090 -0.873 -0.902 0.001
F 3.55001 2.84710 -1.96999 -1.085 -0.196 0.217 0.000
F 2.95469 1.51359 0.25313 -0.689 0.403 -1.458 0.003
O 1.58454 1.00794 -2.25489 -1.448 -2.073 0.223 0.021
Br 0.31120 -4.24578 5.23330 0.740 1.190 -0.822 0.332
C 1.16195 -2.87401 4.26522 -0.685 -1.185 0.950 0.205
C 2.24936 -2.18264 4.83119 0.613 0.450 0.053 0.070
C 2.88870 -1.20840 4.09258 0.000 -0.358 0.647 0.029
C 2.46139 -0.90552 2.79738 -0.190 -0.147 -0.158 0.214
C 1.33380 -1.56015 2.26423 -0.328 -0.410 0.127 0.031
C 0.68589 -2.55018 2.97859 -0.061 0.506 -0.882 0.117
C 0.84168 -1.16307 0.92134 -0.754 -0.058 -0.476 0.008
O 1.61748 -0.68168 0.05784 -0.022 0.313 -1.114 0.005
O -0.37614 -1.26323 0.59565 -0.266 0.499 -0.995 0.004
H 2.58638 -2.42542 5.82893 -0.014 -0.029 0.034 0.000
H 3.73035 -0.68078 4.51855 0.026 -0.004 0.003 -0.001
H 2.98451 -0.17173 2.19710 -0.015 0.059 -0.014 0.009
H -0.16162 -3.07063 2.55480 -0.060 0.005 0.018 0.002
```
Forces are in eV/Å.

Results
Spin multiplicity: 4
⟨S²⟩: 3.80
Kohn-Sham gap (alpha / beta): 7.68 / 5.18 eV
Net charge: +2
HOMO level (alpha / beta): -15.793 / -16.134 eV
Energy above the lowest of the compared OMol25 structures with the same formula, charge and spin: 110.83 kJ/mol
E_tot: -6810.8067 a.u.
Molecular weight: 798.80 g mol⁻¹

=====

C24H30IrP2 | the ωB97M-V functional and the def2-TZVPD basis

The geometry in XYZ format:
```
57
Properties=species:S:1:pos:R:3:forces:R:3:lowdin_spin:R:1
Ir 0.00000 0.00000 0.00000 -0.096 5.559 0.044 2.699
C -4.26811 -2.25618 2.71276 -0.142 -0.172 -0.068 0.004
C -2.99960 -2.70441 3.38766 -0.559 -0.085 0.353 0.015
C -3.14956 -3.42074 4.59500 0.577 0.148 -0.363 0.002
C -2.04766 -3.89645 5.30128 -0.236 0.105 -0.110 0.005
C -0.77124 -3.65970 4.81731 0.083 0.217 -0.404 0.000
C -0.60245 -2.93959 3.63336 -0.375 -0.487 0.907 0.006
C -1.70087 -2.43845 2.89602 1.007 -0.589 0.804 0.035
P -1.22715 -1.50455 1.39954 -5.151 -0.816 -0.511 0.307
C -2.40646 -0.12760 1.27579 -0.057 0.398 -0.020 0.195
C -2.25574 0.82433 2.31961 -0.078 0.806 0.593 0.113
C -3.04105 1.97473 2.41093 0.860 -0.877 0.469 0.013
C -4.00329 2.22118 1.44864 -0.223 -0.128 -0.486 0.100
C -4.17490 1.31402 0.40680 0.440 -0.534 0.181 0.003
C -3.39796 0.13536 0.30497 -1.112 0.894 -0.865 0.097
C -3.70017 -0.74799 -0.87359 -0.311 -0.073 0.014 0.010
C -1.32776 -2.63881 -0.01978 -1.594 -3.082 0.631 0.018
C -1.96337 -3.89257 0.14315 -0.110 -0.565 -0.567 0.019
C -2.04033 -4.83833 -0.88375 -0.046 0.414 0.706 0.000
C -1.46597 -4.56953 -2.11349 0.255 0.364 -0.256 0.017
C -0.81378 -3.35648 -2.30934 -0.621 -0.705 0.633 0.009
C -0.72798 -2.38617 -1.28513 -0.382 -4.631 -4.376 0.042
C -0.00713 -1.14987 -1.70742 0.364 0.019 -1.157 0.297
H -5.13059 -2.82872 3.07363 0.280 0.134 0.046 0.000
H -4.22935 -2.43063 1.63632 0.007 0.251 -0.067 0.001
H -4.46542 -1.20259 2.92614 -0.019 -0.006 -0.205 0.001
H -4.14396 -3.61752 4.99234 0.145 0.121 -0.264 0.001
H -2.19002 -4.45045 6.22503 -0.002 0.095 -0.139 0.000
H 0.09651 -4.02747 5.35808 -0.117 0.075 -0.127 0.000
H 0.41645 -2.76689 3.28718 -1.593 -0.835 1.584 0.002
H -1.50423 0.67329 3.09574 -0.092 -0.064 -0.189 0.007
H -2.89131 2.67141 3.23087 0.021 -0.186 -0.102 -0.001
H -4.61788 3.11514 1.50296 0.093 -0.117 -0.051 0.005
H -4.93475 1.53190 -0.34229 0.197 -0.257 0.110 -0.001
H -4.64036 -0.45792 -1.35757 0.285 0.111 0.181 0.000
H -3.83720 -1.78721 -0.57174 0.253 -0.041 -0.133 0.002
H -2.91813 -0.65678 -1.62913 0.022 -0.241 -0.059 0.004
H -2.42164 -4.17168 1.08810 0.182 0.356 0.024 0.001
H -2.54513 -5.78520 -0.71005 0.077 0.200 0.038 0.000
H -1.51836 -5.29953 -2.91618 0.038 0.129 0.096 0.001
H -0.36470 -3.16578 -3.28302 -0.002 0.267 0.331 0.001
H -0.55582 -0.63995 -2.52716 0.143 -0.045 0.611 0.036
H 1.04432 -1.33062 -2.01667 -0.778 -0.068 0.190 0.026
C 3.65477 -1.94985 0.88811 0.274 -0.639 -0.718 0.101
P 2.07178 -1.04390 0.69437 1.287 0.232 2.105 0.341
C 1.12792 -1.74674 2.10133 3.013 -0.161 -0.146 0.143
C 2.54418 0.57911 1.40644 0.359 0.419 -0.011 0.133
H 4.04081 -1.87974 1.90942 -0.324 0.217 -0.012 0.016
H 4.41113 -1.54386 0.20985 -0.174 -0.014 0.027 0.002
H 3.51930 -3.00840 0.64742 0.020 0.122 -0.029 0.000
H 1.69189 -1.69092 3.03724 0.331 0.031 -0.162 0.011
H 0.88707 -2.79685 1.91119 0.507 0.272 -0.773 0.006
H 0.18774 -1.20432 2.23767 1.802 0.449 1.026 0.058
H 3.00833 0.47115 2.39120 0.011 -0.237 -0.058 0.014
H 1.66294 1.21854 1.51379 0.200 0.041 0.044 0.073
H 3.25414 1.09063 0.74977 -0.108 -0.055 -0.019 0.005
H -0.63576 -1.54516 -0.42603 1.170 3.263 0.694 0.009
```
Forces are in eV/Å.

Results
Spin multiplicity: 6
⟨S²⟩: 8.79
Kohn-Sham gap (alpha / beta): 6.05 / 5.42 eV
Net charge: +2
HOMO level (alpha / beta): -12.165 / -14.885 eV
E_tot: -1718.5092 a.u.
Molecular weight: 572.67 g mol⁻¹